(1)
Molecular formula: C6H10N5
Method: DFT, ωB97M-V/def2-TZVPD

Geometry as XYZ:
```
21
Properties=species:S:1:pos:R:3:forces:R:3:lowdin_charge:R:1
C 1.21668 -0.63930 0.31400 0.95 0.48 -0.96 -0.298
H 0.29672 1.84181 1.62507 -0.49 0.24 0.22 0.126
C -0.09101 -1.27115 0.56485 -1.50 0.29 2.75 -0.055
H -2.51480 -1.62659 -1.35471 1.46 0.73 1.42 0.241
H -0.36889 -1.68847 1.58275 1.02 0.98 -0.40 0.159
H -3.17490 -0.63329 -0.29810 -0.77 0.24 0.79 0.157
C -1.24866 0.91920 0.03374 4.77 -1.42 1.92 -0.264
C 3.16882 -0.22526 -0.48801 -0.56 0.36 0.69 -0.105
H -0.14488 -2.11591 0.02069 0.50 -3.06 -2.20 0.086
N -1.25750 -0.51038 0.12476 0.14 1.50 -0.56 -0.079
H 4.22413 -0.22519 -0.67576 0.15 -1.09 -0.52 0.109
C 2.57981 0.97727 -0.28214 -0.94 -0.90 0.65 -0.040
N 1.34261 0.71565 0.25895 0.08 -0.32 -0.48 -0.063
N -2.38745 -1.26576 -0.32886 0.15 0.67 -2.46 0.239
C 0.29202 1.62665 0.56694 -2.94 -3.04 -0.04 0.052
H 0.28648 2.46128 -0.05156 0.24 1.59 -0.83 0.097
H 2.94511 1.94668 -0.38452 0.46 1.37 -0.17 0.110
N -2.04743 1.69773 -0.43708 -1.60 1.87 -0.80 0.177
H -2.88009 1.34539 -0.85752 -0.90 -0.15 -0.40 0.053
N 2.28852 -1.24645 -0.16393 0.09 0.23 0.38 0.127
H -2.52528 -2.08391 0.23045 -0.30 -0.56 0.99 0.171
```
Forces are in eV/Å.

As for the structure (SMILES): [H]/N=C1/Cn2ccnc2CN1[NH3+]. The value obtained for the total energy is -508.0409 hartree. The value obtained for the HOMO-LUMO gap is 7.908 eV. As for the energy above the lowest of the compared OMol25 structures with the same formula, charge and spin: 81.3 kcal per mole. The largest force on an atom comes out at 5.33 eV Å⁻¹. As for the net charge: +1.



(2)
Molecular formula: C6H10N5OS
Method: DFT, ωB97M-V/def2-TZVPD

Geometry as XYZ:
```
23
Properties=species:S:1:pos:R:3:forces:R:3:lowdin_charge:R:1
N 3.65948 0.37095 -1.10899 -1.15 -1.57 -1.69 -0.084
C -0.64962 0.35838 -0.10816 -1.15 -3.50 0.50 -0.481
H -1.33368 -0.07818 -0.89309 0.53 0.84 0.51 0.165
C 4.48854 -0.23417 -0.23916 0.17 1.87 1.15 -1.034
C 0.03151 -2.10152 0.31499 0.71 -2.20 -0.01 -0.545
C 0.32212 -0.71880 0.20373 0.83 1.42 -0.32 0.019
S 4.79879 -1.85102 -0.13051 0.17 -0.61 0.12 0.553
N 3.66250 1.62015 -0.87112 -1.12 0.72 -1.44 -0.125
H 1.29293 -0.39679 0.57067 0.09 -0.06 -0.26 0.125
H 0.27017 2.27419 0.50960 0.06 -1.88 -1.43 0.124
N 4.97305 0.79972 0.58927 0.90 -1.49 0.14 -0.056
H 1.94073 -2.45869 -0.25345 3.03 1.23 -1.37 -0.016
N 1.19686 -2.86440 0.16584 -3.86 -2.75 2.08 0.148
N 4.46858 1.87631 0.13010 0.89 1.04 1.76 -0.139
C -0.03102 1.60853 -0.41479 2.46 4.73 -1.34 -0.131
H 0.84367 1.41528 -1.09799 -0.50 0.73 0.84 0.078
H -1.67558 1.50674 1.21332 -0.31 0.99 0.88 0.058
O -1.06486 -2.61732 0.55065 0.23 0.41 -0.19 0.015
H -0.86883 0.11812 2.10121 -0.55 0.51 -0.85 0.117
H 1.16575 -3.90226 0.34449 0.01 2.00 -0.51 0.133
C -1.41335 0.47612 1.18864 -0.18 0.11 0.63 -0.073
H -2.31010 -0.03967 1.02350 -1.34 -1.12 0.59 0.057
H -0.64218 2.41765 -0.92886 0.08 -1.40 0.22 0.092
```
Forces are in eV/Å.

The value obtained for the total energy is -981.7762 hartree. The value obtained for the HOMO-LUMO gap (alpha / beta) is 6.904 / 6.987 eV. As for the energy above the lowest of the compared OMol25 structures with the same formula, charge and spin: 47.0 kcal per mole. The largest force on an atom comes out at 5.49 eV Å⁻¹. As for the net charge: -1.



(3)
Molecular formula: C6H10N5S
Method: DFT, ωB97M-V/def2-TZVPD

Geometry as XYZ:
```
22
Properties=species:S:1:pos:R:3:forces:R:3:lowdin_spin:R:1
C -0.08339 2.33551 0.57756 0.13 -1.38 -1.61 0.022
H 0.88649 -3.20855 2.61801 0.00 -0.25 -0.83 0.000
N -2.15275 -0.09706 -0.00627 -0.92 0.07 0.28 0.850
N 0.68018 -1.78401 1.16680 0.29 0.27 1.68 0.011
N -1.58921 0.48959 0.95002 1.37 -0.61 -0.05 0.887
H 1.09347 -0.14681 -2.08051 -0.59 1.18 -0.94 0.001
H -1.23619 -3.41878 -0.04238 0.24 0.29 0.31 0.002
S -0.93120 -3.95186 1.16283 0.88 -0.16 0.27 0.004
H 0.31448 0.78725 1.77888 0.29 -1.11 0.52 0.009
C 0.74126 -1.16516 0.03420 -0.52 -0.01 -0.40 0.007
C 0.49917 0.65455 -1.59156 0.13 0.54 -0.39 0.009
C 1.01674 2.12934 -1.55085 2.78 -2.18 2.65 0.002
H 0.98556 -1.93566 -0.63839 0.86 0.16 -2.36 0.001
N 0.48257 2.82244 -0.41709 0.30 1.33 0.43 0.011
C 0.43854 -2.95352 1.63758 -1.77 1.05 0.19 0.001
H 2.17197 2.15725 -1.46269 -1.83 0.13 -0.41 0.000
H -3.12859 -0.23842 0.18931 -0.84 -0.46 -0.58 0.060
C -0.19450 0.83056 0.83322 0.34 2.33 -0.33 0.103
H -0.55661 0.78274 -1.85991 0.15 -0.79 -0.56 0.005
H 0.66132 2.79911 -2.24820 -0.33 0.46 -2.77 0.000
N 0.50382 0.11071 -0.25826 -0.53 -1.39 3.64 0.014
H -0.60313 3.00076 1.20769 -0.44 0.52 1.26 0.002
```
Forces are in eV/Å.

The multiplicity is 3. The value obtained for the total energy is -906.1284 hartree. The value obtained for the HOMO-LUMO gap (alpha / beta) is 6.238 / 7.188 eV. As for the energy above the lowest of the compared OMol25 structures with the same formula, charge and spin: 7.9 kcal per mole. The largest force on an atom comes out at 4.42 eV Å⁻¹. The expectation value of S² is 2.0078. As for the net charge: +1.



(4)
Molecular formula: C6H10NO
Method: DFT, ωB97M-V/def2-TZVPD

Geometry as XYZ:
```
18
Properties=species:S:1:pos:R:3:forces:R:3:lowdin_charge:R:1
H 0.36530 -1.11505 -1.47363 -0.31 -0.53 0.10 0.122
C -0.00277 0.91086 -1.77654 -0.87 1.89 -0.77 -0.035
N -1.50700 -0.57819 -0.44537 0.11 0.58 -0.33 0.045
C -1.53001 -1.50186 0.49571 -2.47 -0.54 -0.29 -0.264
H 0.72054 1.00767 -2.57906 0.11 -0.69 -0.12 0.134
H 0.82836 1.35102 2.54596 0.25 0.54 0.12 0.109
H 2.41319 1.24074 1.81025 -0.40 0.34 -0.23 0.134
C -0.61704 -2.46290 0.84679 1.13 0.28 0.62 0.086
H -2.56223 -1.62938 0.97452 1.57 0.76 -0.24 0.136
H 1.59535 2.84379 1.83082 0.08 1.08 -0.02 0.097
C 1.44971 1.79674 1.75529 -0.60 -2.17 -0.54 0.026
H -0.75950 -2.98207 1.79749 -0.01 -0.20 -0.61 0.076
H -1.05322 -0.63876 -2.45714 -0.13 -0.43 -0.18 0.145
C 0.76943 1.33654 0.51567 0.46 0.70 -2.75 0.114
O 0.79938 1.68311 -0.70263 -0.08 -1.31 3.81 0.075
H -0.74231 1.70654 -2.01883 0.02 -0.87 0.44 0.151
H 0.36876 -2.47639 0.39007 -0.09 -0.26 0.06 0.060
C -0.53595 -0.49242 -1.50936 1.22 0.82 0.92 -0.211
```
Forces are in eV/Å.

The value obtained for the total energy is -364.1464 hartree. The value obtained for the HOMO-LUMO gap (alpha / beta) is 6.584 / 8.117 eV. As for the energy above the lowest of the compared OMol25 structures with the same formula, charge and spin: 126.0 kcal per mole. The largest force on an atom comes out at 4.03 eV Å⁻¹. As for the net charge: +1.



(5)
Molecular formula: C6H10NO
Method: DFT, ωB97M-V/def2-TZVPD

Geometry as XYZ:
```
18
Properties=species:S:1:pos:R:3:forces:R:3:lowdin_charge:R:1
H 2.36720 -0.08313 1.18119 -0.14 -0.87 -0.64 0.082
H -1.08811 1.56508 -1.87974 -1.34 -1.15 0.46 0.112
H 2.55458 1.41307 0.06813 -0.38 -1.04 1.97 0.152
C -0.20642 0.04861 0.11865 -4.09 -3.54 -1.59 -0.265
C -1.90731 0.93614 -1.37384 3.79 1.46 0.52 0.006
C 0.13628 -1.40428 0.13115 0.87 0.39 1.59 0.021
C -3.62948 -0.45232 0.11754 2.47 2.09 1.50 -0.006
C -1.67254 0.24387 -0.27380 -0.20 -0.24 0.28 -0.086
N 0.61706 0.94086 0.40917 -1.28 3.25 0.69 0.041
H 1.93022 1.40448 1.87934 0.41 0.07 -1.04 0.125
H 0.20353 1.92153 0.43487 0.81 -1.51 -0.11 0.216
H -0.75246 -1.97808 0.38261 0.12 0.04 0.11 0.095
H -3.87336 -0.78168 -0.86891 -0.37 -0.57 -0.67 0.117
O -4.17409 -0.10297 1.07679 0.33 -0.79 -0.80 0.177
H 0.56094 -1.83892 -0.76596 0.14 0.40 -0.34 0.115
C 1.95526 0.86148 0.89975 1.67 2.62 -0.22 -0.017
H -2.86830 1.09072 -1.67115 -2.57 0.38 -1.35 0.023
H 0.88264 -1.43712 0.94393 -0.25 -1.00 -0.33 0.090
```
Forces are in eV/Å.

The value obtained for the total energy is -364.2212 hartree. The value obtained for the HOMO-LUMO gap is 9.438 eV. As for the energy above the lowest of the compared OMol25 structures with the same formula, charge and spin: 79.1 kcal per mole. The largest force on an atom comes out at 5.64 eV Å⁻¹. As for the net charge: +1.



(6)
Molecular formula: C6H10NO
Method: DFT, ωB97M-V/def2-TZVPD

Geometry as XYZ:
```
18
Properties=species:S:1:pos:R:3:forces:R:3:lowdin_spin:R:1
C 1.10730 0.28545 2.32580 -0.40 -0.62 -2.53 0.000
H 1.00348 -1.08356 -0.69640 0.70 1.51 -0.36 0.002
H -0.81437 1.60151 -0.00873 0.43 -0.68 -0.76 0.003
H -1.75271 -2.25296 1.89311 0.73 0.23 0.26 0.000
C 0.12283 -0.43658 -0.56553 -2.95 -1.08 0.55 0.003
H -0.56061 -0.77508 -1.38194 0.30 -0.32 0.94 0.001
N 0.34254 -0.67458 1.94350 0.10 -0.14 2.08 0.000
C -0.45846 -0.95952 0.77945 1.01 -0.08 -1.36 0.004
C -0.16694 1.57271 -2.08533 -0.05 0.30 0.51 0.136
H 0.95393 1.52464 -0.27056 -0.41 0.59 -0.67 0.000
C -1.38045 -1.89628 0.93084 -1.13 -0.90 0.50 0.010
C -0.01457 1.12543 -0.63421 1.50 -0.63 0.87 0.101
H -1.93076 -2.48169 0.19211 0.29 0.94 -0.60 0.000
O 0.28721 0.94959 -2.98773 0.02 0.13 -0.32 0.664
H 0.33238 -1.40823 2.66100 -0.72 -0.06 -0.29 0.000
H -0.76309 2.49684 -2.27857 0.10 0.05 -0.26 0.075
H 1.35138 1.00276 1.54903 0.06 0.52 0.79 0.001
H 1.57134 0.21055 3.27893 0.41 0.22 0.64 0.000
```
Forces are in eV/Å.

The multiplicity is 2. The value obtained for the total energy is -363.7812 hartree. The value obtained for the HOMO-LUMO gap (alpha / beta) is 9.159 / 5.392 eV. As for the energy above the lowest of the compared OMol25 structures with the same formula, charge and spin: 22.0 kcal per mole. The largest force on an atom comes out at 3.19 eV Å⁻¹. The expectation value of S² is 0.7578. As for the net charge: +2.



(7)
Molecular formula: C6H10O
Method: DFT, ωB97M-V/def2-TZVPD

Geometry as XYZ:
```
17
Properties=species:S:1:pos:R:3:forces:R:3:lowdin_charge:R:1
H 0.01033 -1.09997 -3.40032 -0.16 -0.96 0.18 0.075
H 1.09201 0.36567 0.72966 2.99 0.28 0.79 0.074
H 1.65970 -1.09939 -0.80322 -0.93 -0.09 -1.13 0.112
C -0.15796 1.55317 2.67230 -1.92 0.63 -0.26 -0.023
C -0.70883 0.88636 1.45897 0.54 0.52 -1.02 -0.402
H 0.27642 2.52078 2.42770 -0.12 0.10 -0.01 0.086
H -1.18210 -0.28905 -1.20116 -0.07 1.05 0.21 0.103
H 0.60008 -2.76359 -2.68226 0.55 1.36 -0.71 0.096
H -1.03850 1.70241 3.34227 1.16 -0.21 0.08 0.100
C 0.11569 0.47579 0.47839 -2.49 -0.34 0.30 -0.111
C 0.70014 -1.01738 -1.42105 0.56 2.32 3.88 -0.193
C -0.18416 -0.16344 -0.75867 0.19 -3.55 -3.00 -0.127
O -2.06792 0.80701 1.38326 0.07 -2.83 -2.42 0.017
C 0.73850 -1.64177 -2.76501 -0.42 1.01 0.06 -0.126
H -2.17216 0.03143 0.66661 -0.28 2.68 2.24 0.166
H 0.62744 0.92604 3.00697 0.58 -0.49 1.06 0.070
H 1.69135 -1.19409 -3.13445 -0.24 -1.47 -0.25 0.083
```
Forces are in eV/Å.

As for the structure (SMILES): C/C=C/C=C(/C)O. The value obtained for the total energy is -309.7716 hartree. The value obtained for the HOMO-LUMO gap is 8.496 eV. As for the energy above the lowest of the compared OMol25 structures with the same formula, charge and spin: 44.4 kcal per mole. The largest force on an atom comes out at 4.65 eV Å⁻¹.



(8)
Molecular formula: C6H10O
Method: DFT, ωB97M-V/def2-TZVPD

Geometry as XYZ:
```
17
Properties=species:S:1:pos:R:3:forces:R:3:lowdin_charge:R:1
H -1.95286 -0.26174 -1.47472 0.17 0.41 0.14 0.110
H 2.16449 0.41143 1.35476 0.01 0.05 -0.27 0.086
C -1.38827 -1.12038 0.37677 -0.03 0.06 -0.06 -0.190
C 0.09058 -1.27878 0.17086 0.11 0.00 0.15 -0.064
H 2.69496 -0.82185 0.24265 -0.02 0.19 -0.09 0.080
H -2.49215 0.75080 -0.13394 0.21 0.03 0.06 0.109
H 2.66937 0.89358 -0.26933 -0.14 -0.12 -0.12 0.078
O -0.14177 2.21993 -0.06520 -0.35 -0.15 0.52 -0.032
C -1.66979 0.12230 -0.48341 0.12 0.26 -0.02 -0.114
C -0.28428 0.90692 -0.60963 -0.11 -0.48 -0.25 -0.305
C 2.13812 0.12056 0.29213 0.09 0.01 -0.10 -0.052
H -1.56073 -0.92141 1.44718 0.01 -0.12 -0.22 0.113
C 0.70293 -0.12148 -0.08997 -0.05 -0.26 0.02 -0.253
H 0.53474 2.22977 0.62633 -0.33 -0.18 -0.18 0.081
H -0.13803 1.06424 -1.68527 0.22 -0.13 0.09 0.138
H -1.97502 -2.01393 0.13168 -0.01 0.33 -0.20 0.105
H 0.60973 -2.22427 0.28440 0.07 0.11 0.52 0.110
```
Forces are in eV/Å.

As for the structure (SMILES): CC1=CCC[C@H]1O. The value obtained for the total energy is -309.8164 hartree. The value obtained for the HOMO-LUMO gap is 9.750 eV. As for the energy above the lowest of the compared OMol25 structures with the same formula, charge and spin: 16.3 kcal per mole. The largest force on an atom comes out at 0.64 eV Å⁻¹.



Question: Among the records above, which one has the highest largest force on an atom?
Answer: number 5